Entry 1:
This record from OMol25 describes a structure of composition C30H51BrN4P2Zr. The level of theory is ωB97M-V/def2-TZVPD.

```
89
Properties=species:S:1:pos:R:3
Zr 0.168 0.647 0.970
Br -0.959 -2.089 1.221
P -2.008 -2.746 -1.511
P 2.389 -1.010 0.727
N -0.530 6.767 -5.779
N -1.151 1.044 4.180
N 0.590 2.330 5.117
N 0.684 1.618 2.902
C -1.483 0.245 2.986
C -1.642 1.999 -0.966
C -1.718 -0.874 -0.579
C 3.493 -3.781 0.978
C 3.096 -0.397 -1.937
C -3.471 -3.169 -0.490
C 5.333 -1.013 0.770
C -0.983 4.534 -5.002
C -2.581 -2.112 -4.310
C -0.990 3.998 -2.497
C -4.701 -3.757 -1.161
C -0.473 -0.179 -1.186
C 4.045 -0.231 1.068
C -0.397 1.259 -1.054
C -0.331 7.142 -4.516
C 0.067 -4.805 -2.120
C 2.716 -2.619 1.629
C -1.780 0.712 5.456
C -2.789 0.046 -0.149
C -0.287 -3.412 -1.615
C -2.830 1.364 -0.575
C -1.400 3.168 -1.670
C -0.841 4.898 -3.624
C 2.018 2.640 5.116
C -0.443 6.251 -3.430
C 2.738 -1.554 -1.004
C -0.837 5.498 -6.021
C -0.184 2.910 6.208
C 0.033 1.671 4.075
C -2.416 -1.669 -2.883
H 2.919 -0.718 -2.977
H -2.584 -0.001 5.259
H 0.075 -0.665 -2.068
H -1.185 3.230 5.879
H 5.374 -1.425 -0.247
H -3.631 -0.394 0.395
H -3.171 -3.812 0.350
H 1.576 2.103 2.955
H 3.998 0.034 2.137
H 1.722 -2.967 1.930
H 0.504 1.784 -1.440
H -3.759 1.915 -0.744
H 4.023 0.706 0.488
H -1.072 0.263 6.181
H -5.143 -3.054 -1.874
H -0.251 -5.551 -1.381
H -3.336 -1.169 -2.535
H -0.251 2.219 7.068
H -3.729 -2.202 -0.038
H -1.569 0.928 2.073
H 2.270 2.997 6.124
H -5.470 -4.029 -0.422
H 0.002 -3.340 -0.550
H 1.824 -2.074 -1.345
H -0.983 5.227 -7.070
H 2.612 1.735 4.920
H 0.282 -2.646 -2.164
H 6.167 -0.303 0.857
H -1.639 -2.542 -4.661
H 4.488 -3.495 0.591
H 2.475 0.499 -1.736
H 4.170 -0.136 -1.864
H -3.380 -2.847 -4.431
H 0.354 3.799 6.555
H -1.595 -0.928 -2.913
H 3.243 -2.298 2.536
H -0.427 -5.033 -3.069
H -4.458 -4.678 -1.699
H -0.088 8.192 -4.341
H -2.817 -1.205 -4.889
H -1.159 3.496 -5.293
H -0.736 -0.574 2.905
H -0.195 6.607 -2.429
H 5.513 -1.822 1.492
H -2.229 1.607 5.906
H 2.921 -4.268 0.166
H 1.154 -4.882 -2.277
H -2.454 -0.227 3.170
H 2.267 3.439 4.396
H 3.667 -4.549 1.753
H 3.565 -2.276 -0.955
```

Relative energy (zero: lowest compared OMol25 entry of this formula, charge and spin) = 0.0 kJ/mol
E_HOMO (spin up / spin down) = -17.668 / -17.668 eV
Gap between HOMO and LUMO (spin up / spin down) = 3.784 / 3.783 eV
Lowest unoccupied orbital energy (spin up / spin down) = -13.88 / -13.88 eV
2S+1 = 1
Charge = +4


Entry 2:
This record from OMol25 describes a cluster of 5 separate species, C40H87ClN5O5S2 in total. The level of theory is ωB97M-V/def2-TZVPD.

```
140
Properties=species:S:1:pos:R:3
Cl -2.543 2.467 2.372
S -5.319 2.073 -5.763
S -1.819 1.167 -0.057
O -3.924 4.465 -2.893
O -3.898 -1.037 -0.427
O -4.126 -0.818 -2.659
O -7.016 0.171 -3.681
O -8.559 1.533 -4.485
N 7.335 -1.469 1.386
N 8.677 3.220 1.330
N -3.550 3.818 -1.855
N -7.653 -6.196 -1.432
N 2.975 0.854 3.780
C -2.109 3.947 0.198
C 9.314 -2.285 0.140
C -7.543 0.910 -4.682
C -5.756 2.782 -1.739
C 3.823 1.106 6.095
C 2.803 -0.583 3.899
C 6.277 -2.284 3.577
C -4.235 2.608 0.254
C -6.892 -2.076 -4.654
C -2.737 2.614 0.577
C 8.571 -2.224 1.466
C -6.787 1.011 -5.987
C 7.646 3.679 2.244
C 2.298 1.486 2.661
C 1.491 -1.113 4.492
C -9.071 -8.193 -0.679
C -5.476 -1.319 -2.666
C -1.104 3.771 -2.128
C -6.140 -0.917 -3.984
C 5.897 -3.359 0.425
C 9.337 4.255 0.556
C -8.945 -6.699 -1.000
C -6.684 -7.966 -3.010
C 2.869 1.601 5.019
C -5.285 4.822 -0.362
C -3.624 -0.458 -1.448
C -6.620 -6.304 -0.416
C 7.343 2.163 -0.588
C 8.354 2.033 0.557
C -5.372 -5.506 -0.757
C 6.465 4.471 1.664
C -7.246 -6.558 -2.778
C -4.673 3.525 -0.917
C 6.767 -1.143 2.681
C -2.274 4.342 -1.282
C 6.393 -1.907 0.371
C -2.198 5.870 -1.373
C 9.940 5.352 1.420
C -2.624 0.677 -1.589
C 0.773 1.633 2.726
H 2.951 -1.023 2.909
H -7.464 -8.726 -3.025
H -1.468 3.336 -3.058
H 0.263 0.684 2.568
H 7.564 3.009 -1.240
H -6.700 3.325 -1.746
H 8.421 -3.251 1.836
H 10.605 4.928 2.174
H -6.322 4.640 -0.081
H 6.714 -4.063 0.588
H -6.476 0.042 -6.367
H -4.845 -5.916 -1.620
H -4.747 2.978 1.142
H 10.287 -2.757 0.284
H -5.966 1.796 -1.328
H -5.952 -8.243 -2.250
H -7.036 -5.912 0.516
H -4.414 1.134 -5.460
H -10.016 -8.377 -0.163
H 0.436 2.308 1.938
H 8.124 4.296 3.009
H 5.341 -2.706 3.213
H -3.116 6.357 -1.050
H 10.142 3.776 -0.007
H 8.777 -2.871 -0.607
H -1.368 6.206 -0.749
H -1.815 0.308 -2.226
H 1.845 1.605 5.428
H 3.630 -0.968 4.501
H -5.280 5.608 -1.115
H -6.178 -8.004 -3.977
H -6.494 -5.836 -3.108
H 8.671 4.719 -0.190
H 9.212 -1.722 2.196
H 7.265 2.807 2.782
H -5.629 -4.466 -0.968
H 2.566 0.941 1.751
H -3.086 1.494 -2.142
H 6.794 5.241 0.965
H 3.565 0.107 6.448
H -4.677 -5.519 0.083
H 2.734 2.484 2.543
H 9.293 1.651 0.140
H -6.359 -2.397 -5.553
H -9.228 -6.133 -0.107
H -1.985 6.173 -2.397
H 5.930 4.972 2.473
H -5.452 -2.404 -2.582
H -1.043 3.963 0.426
H -6.330 -7.346 -0.211
H 3.786 1.774 6.957
H 5.535 -1.230 0.398
H 6.086 -1.894 4.579
H 5.749 3.829 1.153
H -8.101 -6.396 -3.440
H 6.850 -1.742 -0.607
H -5.446 2.665 -2.774
H -9.684 -6.434 -1.760
H 0.439 2.050 3.676
H 9.477 -1.282 -0.258
H -9.073 -8.807 -1.579
H 1.614 -2.162 4.770
H 5.153 -3.513 1.206
H -6.962 -2.953 -4.011
H 0.666 -1.063 3.784
H -6.046 -0.916 -1.829
H -5.314 -0.614 -4.629
H -2.594 4.707 0.817
H 7.373 1.260 -1.201
H -0.397 4.565 -2.372
H -8.270 -8.541 -0.026
H -4.539 1.573 0.122
H 5.940 -0.442 2.523
H 7.007 -3.089 3.676
H -0.543 3.014 -1.584
H 10.521 6.034 0.797
H 9.178 5.945 1.926
H 4.849 1.087 5.722
H 3.114 2.643 4.793
H 5.426 -3.619 -0.525
H 1.201 -0.570 5.393
H 6.322 2.266 -0.222
H -7.891 -1.780 -4.972
H 8.007 1.256 1.243
H -4.776 5.171 0.540
H 7.526 -0.576 3.232
H -7.415 1.527 -6.706
```

Expectation value of S² = 0.754
E_HOMO (spin up / spin down) = -7.912 / -7.912 eV
Gap between HOMO and LUMO (spin up / spin down) = 8.201 / 7.885 eV
Lowest unoccupied orbital energy (spin up / spin down) = 0.29 / -0.03 eV
2S+1 = 2


Entry 3:
This record from OMol25 describes a cluster of 2 separate species, C4H13N2O2 in total. The level of theory is ωB97M-V/def2-TZVPD.

```
21
Properties=species:S:1:pos:R:3
O -2.194 -1.146 0.350
O 0.783 -1.443 -0.231
N 0.872 -0.019 1.495
N 1.242 0.378 -2.004
C 0.197 0.915 2.408
C 0.312 0.759 -0.846
C -1.140 0.783 -1.217
C 0.666 -0.302 0.198
H -0.702 0.514 2.847
H 1.221 1.075 -2.755
H -1.821 0.754 -0.364
H 2.158 0.282 -1.557
H 0.691 1.771 -0.625
H 0.176 1.941 2.070
H -1.354 1.791 -1.618
H 0.935 -0.884 2.027
H -2.286 -1.913 0.933
H -1.459 -0.010 -1.896
H 1.086 -0.500 -2.504
H -3.034 -1.251 -0.121
H 0.948 1.101 3.197
```

Relative energy (zero: lowest compared OMol25 entry of this formula, charge and spin) = 209.4 kJ/mol
E_HOMO = -13.687 eV
Gap between HOMO and LUMO = 10.407 eV
Lowest unoccupied orbital energy = -3.28 eV
2S+1 = 1
Charge = +1


Entry 4:
This record from OMol25 describes the molecule C24H20O4S. The level of theory is ωB97M-V/def2-TZVPD.

```
49
Properties=species:S:1:pos:R:3
S -2.782 -3.027 -2.231
O 1.785 -0.890 1.165
O 7.597 -2.797 2.926
O 8.103 -1.542 1.152
O 1.935 1.044 2.373
C 4.837 -2.337 2.516
C 4.055 -0.571 0.511
C -1.999 -1.461 -1.976
C -4.634 3.156 0.437
C 3.093 -1.118 1.342
C -3.455 3.085 -1.689
C -2.648 -0.369 -1.245
C 1.320 0.333 1.569
C -0.461 2.089 1.415
C -2.458 1.751 0.148
C -3.773 2.249 -0.472
C 3.481 -2.030 2.358
C -1.968 0.449 -0.229
C -1.705 2.551 0.966
C -0.739 -1.404 -2.562
C 5.792 -1.818 1.642
C 7.241 -2.082 1.833
C 0.017 0.833 1.078
C -3.970 -0.050 -1.521
C -0.747 -0.004 0.280
C -0.415 -2.643 -3.253
C -4.675 1.021 -0.801
C -1.430 -3.582 -3.176
C 5.428 -0.951 0.620
H 3.765 0.112 -0.271
H 0.097 2.752 2.080
H -2.746 2.537 -2.335
H -3.009 4.077 -1.384
H -2.022 3.557 1.241
H -0.424 -1.005 -0.041
H 8.558 -2.658 2.990
H 5.074 -2.931 3.412
H -4.139 4.079 0.706
H -5.557 3.414 -0.070
H -5.493 1.339 -1.479
H 2.754 -2.453 3.031
H -4.380 3.233 -2.289
H -1.433 -4.561 -3.685
H -0.088 -0.523 -2.495
H 0.507 -2.824 -3.785
H -4.527 -0.630 -2.242
H -5.079 0.606 0.144
H 6.164 -0.637 -0.059
H -4.845 2.629 1.356
```

E_HOMO = -8.104 eV
Gap between HOMO and LUMO = 8.131 eV
SMILES string = CC1(C)CC=C(c2cccs2)c2cc(C(=O)Oc3ccc(C(=O)O)cc3)ccc21
Lowest unoccupied orbital energy = 0.03 eV
2S+1 = 1


Entry 5:
This record from OMol25 describes the molecule C3H4I2. The level of theory is ωB97M-V/def2-TZVPD.

```
9
Properties=species:S:1:pos:R:3
I 0.530 -1.382 2.252
I -1.538 2.126 -0.681
C -0.881 0.161 -0.320
C 0.491 -0.401 -0.719
C 0.510 0.073 0.746
H 0.990 0.961 1.093
H -1.812 -0.303 0.143
H 1.030 0.158 -1.453
H 0.678 -1.393 -1.061
```

Relative energy (zero: lowest compared OMol25 entry of this formula, charge and spin) = 95.6 kJ/mol
E_HOMO = -8.769 eV
Gap between HOMO and LUMO = 9.128 eV
SMILES string = I[C@H]1C[C@@H]1I
Lowest unoccupied orbital energy = 0.36 eV
2S+1 = 1


Entry 6:
This record from OMol25 describes a cluster of 6 separate species, C33H28BClO11 in total. The level of theory is ωB97M-V/def2-TZVPD.

```
74
Properties=species:S:1:pos:R:3
Cl -2.966 3.459 -2.933
O 1.952 4.152 -2.033
O -3.752 -3.286 -1.399
O -4.230 -3.292 -7.463
O -9.060 -2.312 -9.391
O 3.611 -2.966 4.958
O 6.604 2.286 2.364
O -3.512 0.435 -5.156
O 2.863 5.475 0.406
O 0.542 -3.568 8.422
O 5.285 -5.249 10.066
O 2.857 1.466 2.166
C 4.586 -1.176 3.779
C -5.520 -2.351 -9.190
C -3.758 -2.789 -3.700
C 4.094 4.788 2.285
C 3.028 0.448 2.806
C 2.074 -1.440 4.042
C 1.780 -4.709 10.067
C -6.556 -3.500 -7.179
C 4.047 -4.109 8.419
C 2.855 -3.688 8.006
C 3.441 -1.950 4.316
C -1.287 5.594 -1.873
C -3.695 -2.434 -2.261
C 1.629 -3.954 8.797
C 5.381 2.980 0.476
C -7.771 -3.255 -7.664
C -3.560 -0.998 -1.914
C 5.749 3.021 1.910
C 4.440 3.778 -0.019
C 1.882 -0.326 3.342
C 0.573 3.893 -2.257
C -0.175 5.115 -2.814
C 5.036 3.990 2.777
C -3.500 -0.061 -2.857
C -6.734 -2.105 -9.675
C 4.199 -4.863 9.687
C -3.564 -0.418 -4.295
C -3.698 -1.855 -4.645
C 4.393 -0.062 3.078
C -5.338 -3.068 -7.906
C 3.724 4.742 0.851
C -7.955 -2.537 -8.950
C 2.972 -5.129 10.479
B -2.475 4.606 -1.674
H -6.398 -4.021 -6.243
H -0.537 4.940 -3.823
H 4.145 3.758 -1.060
H -3.082 4.596 -0.653
H -3.516 -0.763 -0.858
H 1.254 -2.023 4.444
H 3.107 -5.680 11.401
H 5.915 2.265 -0.137
H -1.681 6.558 -2.203
H 3.557 5.500 2.899
H -4.616 -2.043 -9.700
H -3.402 0.994 -2.626
H -0.852 5.756 -0.886
H -8.674 -3.561 -7.151
H -3.853 -3.842 -3.932
H 5.323 4.003 3.821
H 5.209 0.522 2.676
H 2.021 4.875 -1.385
H 0.895 0.066 3.131
H 4.952 -3.927 7.854
H 5.573 -1.566 3.990
H -6.891 -1.582 -10.610
H 0.872 -4.892 10.628
H 2.723 -3.144 7.082
H 0.563 5.911 -2.893
H 0.539 3.085 -2.983
H -3.744 -2.099 -5.700
H 0.109 3.537 -1.333
```

E_HOMO = -10.102 eV
Gap between HOMO and LUMO = 8.334 eV
SMILES string = O=C1C=CC(=O)C=C1.O=C1C=CC(=O)C=C1.O=C1C=CC(=O)C=C1.O=C1C=CC(=O)C=C1.O=C1C=CC(=O)C=C1.OCCCBCl
Lowest unoccupied orbital energy = -1.77 eV
2S+1 = 1


Entry 7:
This record from OMol25 describes the molecule C2H4ClN2P. The level of theory is ωB97M-V/def2-TZVPD.

```
10
Properties=species:S:1:pos:R:3
Cl 2.680 -0.982 -0.534
P 1.467 -0.212 0.938
N 1.151 1.309 0.003
N 0.050 1.558 -0.405
C -0.236 -0.813 0.353
C -1.002 0.652 -0.197
H -0.656 -1.449 1.153
H -1.430 0.575 -1.292
H -0.153 -1.426 -0.517
H -1.872 0.786 0.497
```

Relative energy (zero: lowest compared OMol25 entry of this formula, charge and spin) = 180.8 kJ/mol
E_HOMO = -8.873 eV
Gap between HOMO and LUMO = 9.085 eV
SMILES string = ClP1CCN=N1
Lowest unoccupied orbital energy = 0.21 eV
2S+1 = 1


Entry 8:
This record from OMol25 describes a cluster of 2 separate species, C5H11NO in total. The level of theory is ωB97M-V/def2-TZVPD.

```
18
Properties=species:S:1:pos:R:3
O 4.548 -2.321 -1.815
N -1.481 1.602 1.928
C -0.729 0.036 0.157
C -1.268 -0.972 -0.721
C -0.283 2.403 1.797
C -1.437 0.400 1.248
C -0.784 -1.198 -1.974
H -2.382 1.938 2.188
H 0.584 1.752 1.800
H 0.194 0.496 -0.196
H -0.301 3.186 2.555
H -2.169 -0.337 1.582
H 4.815 -3.192 -1.523
H -0.640 -2.256 -2.223
H 4.081 -2.505 -2.619
H -0.452 -0.489 -2.713
H -2.091 -1.577 -0.348
H -0.205 3.035 0.877
```

Relative energy (zero: lowest compared OMol25 entry of this formula, charge and spin) = 354.2 kJ/mol
E_HOMO = -7.036 eV
Gap between HOMO and LUMO = 7.876 eV
SMILES string = C=C/C=C/NC.O
Lowest unoccupied orbital energy = 0.84 eV
2S+1 = 1